# 1
Below is a single C3H2Br2 molecule in a non-equilibrium geometry, with properties calculated with the ωB97M-V functional and the def2-TZVPD basis.

The geometry in ORCA input format:
```
! wB97M-V def2-TZVPD RIJCOSX def2/J DEFGRID3
* xyz 0 1
C -0.03 1.00 0.69
C -0.50 -0.57 -0.87
C 0.62 -0.18 0.03
Br -1.13 2.07 -0.15
Br -1.35 -2.00 -0.03
H 1.44 0.51 -0.52
H 0.96 -0.83 0.84
*
```

- LUMO level (alpha / beta) (eV) = -1.13 / -1.13
- energy above the lowest of the compared OMol25 structures with the same formula, charge and spin (kcal per mole) = 94.1
- E_HOMO (alpha / beta) (hartree) = -0.3072 / -0.3072

---

# 2
Below is a molecular structure, C22H17Cl3N2O5Ti in a non-equilibrium geometry, with properties calculated with the ωB97M-V functional and the def2-TZVPD basis.

The geometry in ORCA input format:
```
! wB97M-V def2-TZVPD RIJCOSX def2/J DEFGRID3
* xyz -1 2
Ti 0.47 -0.28 0.94
O 1.00 4.35 2.65
C 0.40 3.14 2.39
O -0.34 2.97 1.46
C 0.63 2.16 3.43
C 0.95 2.56 4.73
C 0.92 1.61 5.76
C 0.75 0.27 5.41
C 0.60 -0.07 4.07
N 0.54 0.85 3.07
C 0.55 -1.56 3.66
O 0.64 -2.36 4.58
O 0.47 -1.75 2.38
H 0.74 4.89 1.86
H 1.17 3.56 5.03
H 1.03 1.96 6.76
H 0.76 -0.52 6.17
Cl -4.47 0.62 1.50
C -3.37 1.17 0.24
C -3.97 1.84 -0.80
C -3.20 2.35 -1.80
Cl -3.92 3.43 -2.97
C -1.80 2.15 -1.86
C -0.97 2.54 -2.96
C 0.35 2.25 -2.87
C 0.85 1.58 -1.71
N 0.07 1.15 -0.74
C -1.27 1.41 -0.82
C -2.02 0.90 0.30
O -1.43 0.17 1.17
H -5.02 2.09 -0.74
H -1.33 3.12 -3.80
H 1.05 2.57 -3.66
H 1.92 1.45 -1.53
C -0.40 -3.51 -3.33
C 0.97 -3.48 -2.62
C 1.96 -2.98 -3.65
C 1.39 -4.82 -2.07
C 0.91 -2.51 -1.55
C 0.76 -1.69 -0.66
H -0.38 -4.09 -4.28
H -0.65 -2.50 -3.67
H -1.18 -3.89 -2.68
H 2.14 -3.64 -4.51
H 2.95 -2.71 -3.17
H 1.59 -2.05 -4.06
H 1.67 -5.49 -2.92
H 0.64 -5.25 -1.43
H 2.27 -4.67 -1.45
Cl 2.61 0.71 0.76
*
```

- LUMO level (alpha / beta) (eV) = 2.22 / 2.23
- energy above the lowest of the compared OMol25 structures with the same formula, charge and spin (kcal per mole) = 0.0
- E_HOMO (alpha / beta) (hartree) = -0.1578 / -0.1896

---

# 3
Below is a single C4H11NOS molecule in a non-equilibrium geometry, with properties calculated with the ωB97M-V functional and the def2-TZVPD basis.

The geometry in ORCA input format:
```
! wB97M-V def2-TZVPD RIJCOSX def2/J DEFGRID3
* xyz 0 1
C 1.02 1.40 0.63
C 0.62 -1.09 0.84
C 0.68 -0.02 -1.49
C 0.45 0.18 -0.05
N -2.08 -0.87 0.71
O -2.32 0.43 -1.37
S -1.67 0.52 0.22
H 2.07 1.32 0.89
H 0.91 2.31 0.11
H 0.55 1.65 1.67
H 1.55 -1.62 0.66
H -0.17 -1.79 0.73
H 0.84 -0.60 1.75
H 0.13 0.55 -2.13
H 1.65 0.24 -1.75
H 0.47 -1.08 -1.60
H -2.32 -1.02 1.69
H -2.37 -0.49 -1.52
*
```

- LUMO level (eV) = 0.80
- energy above the lowest of the compared OMol25 structures with the same formula, charge and spin (kcal per mole) = 85.4
- E_HOMO (hartree) = -0.2973

---

Repeat the second record exactly.
Below is a molecular structure, C22H17Cl3N2O5Ti in a non-equilibrium geometry, with properties calculated with the ωB97M-V functional and the def2-TZVPD basis.

The geometry in ORCA input format:
```
! wB97M-V def2-TZVPD RIJCOSX def2/J DEFGRID3
* xyz -1 2
Ti 0.47 -0.28 0.94
O 1.00 4.35 2.65
C 0.40 3.14 2.39
O -0.34 2.97 1.46
C 0.63 2.16 3.43
C 0.95 2.56 4.73
C 0.92 1.61 5.76
C 0.75 0.27 5.41
C 0.60 -0.07 4.07
N 0.54 0.85 3.07
C 0.55 -1.56 3.66
O 0.64 -2.36 4.58
O 0.47 -1.75 2.38
H 0.74 4.89 1.86
H 1.17 3.56 5.03
H 1.03 1.96 6.76
H 0.76 -0.52 6.17
Cl -4.47 0.62 1.50
C -3.37 1.17 0.24
C -3.97 1.84 -0.80
C -3.20 2.35 -1.80
Cl -3.92 3.43 -2.97
C -1.80 2.15 -1.86
C -0.97 2.54 -2.96
C 0.35 2.25 -2.87
C 0.85 1.58 -1.71
N 0.07 1.15 -0.74
C -1.27 1.41 -0.82
C -2.02 0.90 0.30
O -1.43 0.17 1.17
H -5.02 2.09 -0.74
H -1.33 3.12 -3.80
H 1.05 2.57 -3.66
H 1.92 1.45 -1.53
C -0.40 -3.51 -3.33
C 0.97 -3.48 -2.62
C 1.96 -2.98 -3.65
C 1.39 -4.82 -2.07
C 0.91 -2.51 -1.55
C 0.76 -1.69 -0.66
H -0.38 -4.09 -4.28
H -0.65 -2.50 -3.67
H -1.18 -3.89 -2.68
H 2.14 -3.64 -4.51
H 2.95 -2.71 -3.17
H 1.59 -2.05 -4.06
H 1.67 -5.49 -2.92
H 0.64 -5.25 -1.43
H 2.27 -4.67 -1.45
Cl 2.61 0.71 0.76
*
```

- LUMO level (alpha / beta) (eV) = 2.22 / 2.23
- energy above the lowest of the compared OMol25 structures with the same formula, charge and spin (kcal per mole) = 0.0
- E_HOMO (alpha / beta) (hartree) = -0.1578 / -0.1896

---

energy above the lowest of the compared OMol25 structures with the same formula, charge and spin of number 2 (C22H17Cl3N2O5Ti)?
0.0 kcal per mole

---

energy above the lowest of the compared OMol25 structures with the same formula, charge and spin of number 1 (C3H2Br2)?
94.1 kcal per mole